Entry 1:
Computed, not measured: C32H40AlCl2N2P2Si2 as an isolated structure, with wB97M-V/def2-TZVPD.

Charge = +1
Highest occupied orbital energy = -10.852 eV
Gap between HOMO and LUMO = 0.29732 hartree
E_tot = -3777.43766 Ha
E_LUMO = -0.10150 Ha

Structure (XYZ):
```
81
Properties=species:S:1:pos:R:3:mulliken_charge:R:1
Al 0.29 0.03 0.23 -1.691
C -1.14 2.73 3.97 -1.017
Si -0.53 2.67 2.20 0.071
C 1.25 3.26 2.14 -0.854
C -1.64 3.75 1.15 -1.002
N -0.51 1.03 1.56 1.207
P -1.50 -0.27 1.86 1.175
C -1.01 -1.36 0.63 -0.615
P 0.38 -2.34 0.80 1.172
N 1.60 -1.20 0.70 1.226
Si 3.34 -1.04 0.85 0.204
C 3.85 0.44 -0.18 -0.914
C 4.25 -2.55 0.22 -1.042
C 3.78 -0.65 2.63 -0.965
C 0.50 -3.44 2.21 0.899
C -0.65 -4.12 2.60 -0.598
C -0.59 -5.07 3.60 -0.785
C 0.62 -5.36 4.21 -0.606
C 1.77 -4.68 3.83 -1.199
C 1.71 -3.73 2.82 -0.194
C 0.52 -3.44 -0.63 0.467
C 1.47 -4.46 -0.66 -0.513
C 1.63 -5.24 -1.79 -0.856
C 0.83 -5.02 -2.90 -0.578
C -0.14 -4.02 -2.88 -0.767
C -0.30 -3.24 -1.75 -0.543
C -3.22 0.22 1.74 0.196
C -3.88 0.85 2.79 -0.149
C -5.17 1.33 2.61 -0.955
C -5.81 1.18 1.39 -0.571
C -5.15 0.55 0.34 -0.736
C -3.87 0.07 0.51 -0.839
C -1.24 -0.88 3.54 0.312
C -2.22 -1.62 4.19 -0.370
C -1.95 -2.20 5.42 -0.820
C -0.69 -2.05 6.00 -0.702
C 0.29 -1.31 5.34 -0.683
C 0.02 -0.72 4.12 -0.393
H -0.73 3.63 4.43 0.494
H -0.82 1.88 4.57 0.277
H -2.23 2.81 4.01 0.300
H 1.31 4.33 2.39 0.400
H 1.72 3.13 1.17 0.206
H 1.85 2.72 2.88 0.251
H -1.68 4.76 1.55 0.379
H -2.66 3.34 1.16 0.267
H -1.33 3.82 0.11 0.311
H 3.86 0.21 -1.25 0.190
H 4.86 0.75 0.09 0.454
H 3.20 1.30 0.00 0.159
H 4.00 -2.74 -0.83 0.311
H 4.03 -3.46 0.78 0.282
H 5.33 -2.38 0.29 0.497
H 3.48 0.38 2.86 0.256
H 4.86 -0.70 2.78 0.497
H 3.31 -1.30 3.36 0.269
H -1.60 -3.90 2.11 0.430
H -1.49 -5.60 3.90 0.453
H 0.67 -6.10 4.99 0.425
H 2.72 -4.90 4.31 0.458
H 2.61 -3.21 2.53 0.376
H 2.08 -4.65 0.22 0.515
H 2.37 -6.03 -1.80 0.433
H 0.95 -5.63 -3.79 0.414
H -0.78 -3.87 -3.74 0.455
H -1.08 -2.49 -1.70 0.464
H -3.40 0.97 3.75 0.653
H -5.69 1.81 3.44 0.435
H -6.81 1.56 1.25 0.412
H -5.65 0.42 -0.61 0.445
H -3.36 -0.45 -0.29 0.381
H -3.20 -1.75 3.74 0.499
H -2.71 -2.77 5.93 0.476
H -0.48 -2.50 6.95 0.438
H 1.27 -1.19 5.79 0.461
H 0.78 -0.15 3.61 0.362
Cl 1.30 -0.42 -2.61 0.058
C 1.43 1.31 -2.71 -0.629
Cl 0.67 2.02 -1.23 -0.031
H 0.87 1.69 -3.55 0.462
H 2.47 1.63 -2.70 0.388
```

Entry 2:
Computed, not measured: C32H40BiIN5O3P as an isolated structure, with wB97M-V/def2-TZVPD.

Charge = +2
Highest occupied orbital energy = -13.082 eV
Gap between HOMO and LUMO = 0.27636 hartree
E_tot = -2595.96640 Ha
E_LUMO = -0.20441 Ha

Structure (XYZ):
```
83
Properties=species:S:1:pos:R:3:mulliken_charge:R:1
Bi 0.02 0.26 1.27 3.932
C 2.58 0.16 4.26 -1.195
C 3.04 0.45 2.83 -0.583
N 2.41 -0.38 1.78 -0.264
C 2.69 -1.83 1.92 -1.024
C 1.68 -2.64 1.14 0.048
N 0.30 -2.27 1.53 -0.358
C -0.70 -3.20 0.94 -1.163
C -2.11 -2.64 0.92 0.478
C -2.56 -2.00 2.24 -1.222
N -2.28 -0.55 2.23 -0.396
C -2.43 0.13 3.53 -0.929
C -1.23 -0.14 4.42 -0.920
N 0.05 0.32 3.82 -0.396
C 1.17 -0.36 4.51 -0.837
H 2.73 1.08 4.84 0.422
H 3.24 -0.57 4.73 0.390
H 4.13 0.33 2.79 0.516
H 2.83 1.49 2.58 0.256
H 2.80 -0.08 0.89 0.201
H 2.65 -2.09 2.98 0.312
H 3.70 -2.06 1.57 0.514
H 1.85 -3.71 1.31 0.597
H 1.77 -2.46 0.07 -0.490
H 0.24 -2.38 2.55 0.165
H -0.66 -4.14 1.49 0.386
H -0.37 -3.41 -0.08 0.521
H -2.79 -3.45 0.65 0.521
H -2.22 -1.90 0.12 -0.653
H -2.05 -2.45 3.09 0.393
H -3.63 -2.17 2.41 0.536
H -2.94 -0.13 1.58 0.190
H -3.34 -0.19 4.04 0.488
H -2.52 1.20 3.33 0.356
H -1.13 -1.21 4.61 0.472
H -1.39 0.33 5.39 0.464
H 0.14 1.32 3.97 0.380
H 1.10 -1.42 4.24 0.323
H 0.99 -0.33 5.59 0.545
I -2.24 2.53 0.28 0.242
C -0.86 3.59 -0.91 0.398
C -0.68 4.87 -0.46 -0.607
C 0.06 5.80 -1.22 -0.971
C 0.52 5.42 -2.45 -0.823
C 0.33 4.10 -2.93 0.405
C 0.76 3.81 -4.24 -0.870
C 0.60 2.56 -4.78 -1.323
C 0.08 1.55 -3.95 -0.098
C -0.33 1.77 -2.66 0.970
P -0.62 0.22 -1.73 1.510
C -2.03 -0.61 -2.51 1.188
C -3.27 -0.51 -1.88 -0.494
C -4.41 -1.05 -2.46 -0.724
C -4.31 -1.71 -3.68 -0.698
C -3.08 -1.81 -4.32 -0.862
C -1.95 -1.26 -3.74 -0.446
C 0.84 -0.79 -2.14 1.088
C 2.12 -0.23 -2.09 -0.879
C 3.25 -1.03 -2.22 -0.801
C 3.12 -2.39 -2.42 -0.712
C 1.86 -2.96 -2.48 -0.876
C 0.73 -2.17 -2.32 -1.517
C -0.31 3.11 -2.13 0.255
H -1.12 5.19 0.47 0.461
H 0.21 6.80 -0.85 0.451
H 1.03 6.13 -3.09 0.427
H 1.22 4.60 -4.82 0.457
H 0.90 2.34 -5.79 0.450
H 0.06 0.54 -4.36 0.196
H -3.36 0.02 -0.94 -0.008
H -5.37 -0.96 -1.97 0.477
H -5.19 -2.14 -4.14 0.432
H -3.00 -2.32 -5.27 0.454
H -1.00 -1.36 -4.25 0.343
H 2.24 0.84 -1.95 0.532
H 4.23 -0.57 -2.20 0.534
H 4.00 -3.01 -2.56 0.441
H 1.75 -4.03 -2.65 0.466
H -0.25 -2.63 -2.37 0.538
O 0.79 2.44 2.07 -0.622
N 1.46 2.75 1.02 0.681
O 2.02 3.80 0.90 -0.608
O 1.49 1.84 0.12 -0.438
```

Entry 3:
Computed, not measured: C32H40ClF4N5ORuSTe as an isolated structure, with wB97M-V/def2-TZVPD.

Charge = +1
2S+1 = 2
Highest occupied orbital energy (spin up / spin down) = -10.375 / -10.633 eV
Gap between HOMO and LUMO (spin up / spin down) = 0.24430 / 0.23990 hartree
E_tot = -3212.89540 Ha
E_LUMO (spin up / spin down) = -0.13699 / -0.15086 Ha

Structure (XYZ):
```
86
Properties=species:S:1:pos:R:3:mulliken_charge:R:1
Ru 1.54 -1.74 -1.21 0.101
C -0.43 -2.80 -4.03 -1.067
C 1.02 -3.18 -3.87 -0.466
N 1.85 -2.10 -3.25 1.176
C 1.72 -0.83 -4.03 -0.626
C 1.98 -0.93 -5.52 -1.556
C 3.27 -2.56 -3.24 -1.155
C 4.13 -1.60 -2.46 -0.710
N 3.40 -1.31 -1.23 0.088
C 3.89 -0.53 -0.20 -0.239
C 3.09 -0.39 0.94 0.618
F 1.89 -1.07 0.96 -0.242
C 3.43 0.37 2.03 -0.226
F 2.59 0.46 3.06 -0.293
C 4.64 1.04 2.05 -0.452
C 5.46 0.90 0.95 -0.046
F 6.64 1.52 0.92 -0.293
C 5.11 0.14 -0.16 0.945
F 5.94 0.05 -1.20 -0.311
H -1.00 -3.69 -4.32 0.336
H -0.58 -2.04 -4.80 0.382
H -0.84 -2.45 -3.09 0.046
H 1.45 -3.42 -4.85 0.325
H 1.12 -4.05 -3.23 0.214
H 2.40 -0.11 -3.58 0.261
H 0.71 -0.46 -3.86 0.477
H 2.94 -1.40 -5.76 0.290
H 2.01 0.08 -5.93 0.467
H 1.19 -1.47 -6.05 0.318
H 3.64 -2.68 -4.26 0.401
H 3.27 -3.54 -2.76 0.428
H 4.34 -0.69 -3.02 0.462
H 5.09 -2.07 -2.25 0.569
H 4.94 1.64 2.89 0.539
Te 0.15 -3.68 -0.06 0.107
C -0.78 -4.92 -1.46 0.086
C -0.26 -5.98 -2.14 -0.474
C -1.21 -6.63 -2.98 -0.452
C -2.45 -6.06 -2.89 -0.562
S -2.46 -4.75 -1.79 -0.100
H 0.77 -6.31 -2.03 0.481
H -0.99 -7.49 -3.59 0.391
H -3.36 -6.37 -3.39 0.416
C 0.34 3.56 1.89 -1.572
C -1.17 3.78 1.73 2.079
C -1.68 4.46 3.01 -1.997
C -1.41 4.78 0.59 -2.030
C -1.96 2.44 1.47 2.440
O -3.33 2.61 1.80 -0.706
C -1.37 1.20 2.18 -0.661
C -1.37 1.13 3.71 -1.212
C -2.74 1.07 4.35 -0.245
C -3.65 0.08 3.99 0.168
C -4.91 0.02 4.56 -1.045
C -5.27 0.96 5.51 0.417
Cl -6.85 0.89 6.23 -0.205
C -4.38 1.94 5.90 -0.981
C -3.12 1.99 5.32 0.215
C -2.14 2.07 -0.02 -2.824
N -0.99 1.46 -0.68 0.797
C -0.75 0.16 -0.79 -0.414
N 0.45 0.00 -1.35 0.918
C 0.90 1.27 -1.55 -0.815
N 0.05 2.17 -1.15 -0.784
H 0.83 4.54 1.98 0.552
H 0.78 3.06 1.02 0.116
H 0.58 2.99 2.78 0.275
H -1.07 5.33 3.22 0.511
H -1.63 3.81 3.88 0.307
H -2.71 4.80 2.89 0.399
H -1.00 5.75 0.87 0.511
H -2.47 4.91 0.39 0.366
H -0.91 4.48 -0.33 0.322
H -3.43 2.70 2.76 0.347
H -0.34 1.06 1.84 0.073
H -1.93 0.34 1.81 0.401
H -0.79 1.94 4.14 0.478
H -0.83 0.21 3.97 0.518
H -3.38 -0.66 3.25 0.390
H -5.61 -0.76 4.28 0.412
H -4.67 2.66 6.66 0.423
H -2.42 2.75 5.65 0.404
H -2.46 2.92 -0.62 0.512
H -2.93 1.33 -0.04 0.509
H -1.40 -0.63 -0.47 0.488
H 1.87 1.50 -1.98 0.494
```